[1]
Here is a 2-piece molecular cluster, C3H5N3S overall from the OMol25 dataset. Energies are from ωB97M-V with the def2-TZVPD basis set.

Geometry as XYZ:
```
12
Properties=species:S:1:pos:R:3:nbo_charge:R:1
C -0.6575 0.1385 -0.0398 0.017
C -0.0744 1.3162 0.1772 -0.141
C 1.5780 -0.2900 -0.0763 0.506
H -2.6548 -0.1092 1.3208 0.154
H -0.4962 2.3091 -0.0040 0.240
H 1.9796 1.8349 0.5520 0.369
H 3.4437 -0.0569 0.1103 0.335
H 0.3061 -1.9799 -0.1846 0.447
N 1.3571 0.9588 -0.3580 -0.542
N 2.7520 -0.7730 0.2973 -0.779
N 0.3822 -0.8820 -0.1939 -0.602
S -2.4434 -0.2570 -0.0237 -0.005
```

Results
* 2S+1: 1
* energy above the lowest of the compared OMol25 structures with the same formula, charge and spin: 402.88 kJ/mol
* maximum force: 0.233 Eh/bohr



[2]
Here is C3H5N3S as an isolated structure from the OMol25 dataset. Energies are from ωB97M-V with the def2-TZVPD basis set.

Geometry as XYZ:
```
12
Properties=species:S:1:pos:R:3:nbo_charge:R:1
C -0.1276 1.1020 0.0649 -0.112
C -0.6611 0.3366 1.0813 -0.084
C 0.3776 -1.1928 -0.2648 0.551
H 1.0407 3.1534 -0.2291 0.148
H -1.1020 0.7733 2.0216 0.236
H -1.0641 -1.5482 1.3968 0.389
H 0.7676 -2.5405 -1.5783 0.344
H 0.1370 0.3223 -1.7819 0.403
N 0.0209 -0.8790 1.0629 -0.570
N 0.2011 -2.4587 -0.7079 -0.708
N 0.7159 0.1518 -0.7367 -0.633
S -0.3060 2.7797 -0.3287 0.036
```

Results
* 2S+1: 1
* energy above the lowest of the compared OMol25 structures with the same formula, charge and spin: 396.51 kJ/mol
* maximum force: 0.163 Eh/bohr



[3]
Here is one molecule with the formula C3H5N3S2 from the OMol25 dataset. Energies are from ωB97M-V with the def2-TZVPD basis set.

Geometry as XYZ:
```
13
Properties=species:S:1:pos:R:3:nbo_charge:R:1
C -1.1657 -0.4789 -1.6873 -0.447
N -0.3012 -0.5083 -0.4635 -0.554
C -0.8955 -0.0116 0.6936 0.222
N -0.3414 0.2832 1.7859 -0.266
N 1.0219 0.2028 1.7428 -0.444
C 1.8619 0.5666 0.7138 -0.132
S 3.4465 0.8267 0.8586 -0.053
S 1.0722 0.5375 -0.9106 0.431
H -2.0209 -1.1113 -1.5657 0.221
H -0.6617 -1.0630 -2.4723 0.227
H -1.4114 0.6035 -1.9841 0.203
H -2.0154 -0.0803 0.6611 0.190
H 1.4106 0.2332 2.6278 0.402
```

Results
* SMILES: CN1C=NNC(=S)S1
* 2S+1: 1
* energy above the lowest of the compared OMol25 structures with the same formula, charge and spin: 183.78 kJ/mol
* maximum force: 0.058 Eh/bohr



- The lowest maximum force belongs to which entry?
  C3H5N3S2



- The lowest energy above the lowest of the compared OMol25 structures with the same formula, charge and spin belongs to which entry?
  C3H5N3S2



- Which formula does entry 1 have?
  C3H5N3S